(1)
A cluster of 13 separate species, C92H182N8O18 in total in a non-equilibrium geometry. Source: the OMol25 dataset; level of theory: ωB97M-V/def2-TZVPD.

Each line ends with the Löwdin charge.
Atoms and positions in Å:
C  9.414  2.790  1.429  -0.0442
C  7.913  2.780  1.522  -0.4661
C  7.264  2.888  0.124  -0.1564
C  7.348  1.586  -0.556  -0.1880
C  6.654  0.437  0.205  -0.1225
C  7.249  0.199  1.566  -0.5233
N  7.318  1.541  2.197  -0.1127
O  7.800  1.359  3.491  -0.0398
C  6.209  -0.641  2.433  -0.0137
C  8.555  -0.522  1.597  -0.0363
C  7.366  3.933  2.466  -0.0306
H  9.921  2.702  2.404  0.0908
H  9.693  3.809  1.149  0.0819
H  9.860  2.020  0.775  0.0769
H  6.200  3.045  0.345  0.1118
H  7.760  3.702  -0.393  0.1252
H  8.368  1.382  -0.809  0.1010
H  6.857  1.706  -1.550  0.1052
H  6.841  -0.544  -0.328  0.1431
H  5.599  0.615  0.245  0.1011
H  6.586  -0.813  3.430  0.0643
H  5.298  0.038  2.575  0.0896
H  5.803  -1.545  1.918  0.0909
H  8.849  -0.822  2.631  0.1017
H  8.405  -1.470  1.156  0.0692
H  9.408  -0.045  1.121  0.0736
H  7.744  4.981  2.156  0.1031
H  7.730  3.831  3.471  0.0557
H  6.280  3.997  2.476  0.0705
H  7.064  1.587  4.066  0.1036
C  -1.420  -3.121  7.093  -0.0212
C  -1.708  -4.475  6.349  -0.5221
C  -2.890  -4.320  5.448  -0.1525
C  -3.142  -5.463  4.496  -0.1908
C  -1.923  -5.800  3.728  -0.1646
C  -0.585  -5.904  4.473  -0.4972
N  -0.512  -4.766  5.497  -0.0614
O  0.570  -5.080  6.324  -0.0380
C  -0.554  -7.294  5.133  -0.0419
C  0.634  -5.762  3.584  -0.0350
C  -1.943  -5.482  7.432  -0.0417
H  -2.351  -2.728  7.574  0.0941
H  -1.082  -2.369  6.367  0.0671
H  -0.632  -3.326  7.824  0.0805
H  -3.742  -4.053  6.036  0.1162
H  -2.673  -3.487  4.791  0.1123
H  -3.983  -5.080  3.852  0.1282
H  -3.463  -6.375  4.984  0.1036
H  -1.631  -4.876  3.193  0.0953
H  -2.104  -6.642  3.024  0.1262
H  -1.591  -7.643  5.293  0.0703
H  -0.082  -8.004  4.383  0.0978
H  0.022  -7.363  6.063  0.0812
H  0.855  -4.756  3.260  0.0690
H  1.541  -6.145  4.095  0.0969
H  0.505  -6.481  2.749  0.0913
H  -2.879  -5.229  7.934  0.0919
H  -1.104  -5.617  8.085  0.0810
H  -2.234  -6.460  7.047  0.0691
H  1.186  -4.368  6.178  0.0500
C  -5.423  -2.092  -5.307  -0.0384
C  -5.680  -0.936  -4.387  -0.4966
C  -4.721  -0.999  -3.160  -0.1459
C  -4.639  0.246  -2.315  -0.1465
C  -4.214  1.410  -3.253  -0.1367
C  -5.124  1.558  -4.483  -0.4970
N  -5.234  0.251  -5.192  -0.0205
O  -6.340  0.506  -6.169  -0.0891
C  -6.467  2.152  -4.015  -0.0270
C  -4.432  2.557  -5.481  -0.0232
C  -7.160  -0.963  -3.878  0.0001
H  -4.349  -2.134  -5.580  0.0765
H  -5.984  -1.883  -6.264  0.0981
H  -5.653  -3.111  -5.004  0.0688
H  -5.145  -1.823  -2.660  0.0821
H  -3.744  -1.418  -3.464  0.1138
H  -4.048  -0.099  -1.468  0.0902
H  -5.671  0.508  -1.932  0.1121
H  -3.162  1.289  -3.498  0.0946
H  -4.206  2.442  -2.792  0.1310
H  -6.446  3.270  -4.148  0.1015
H  -7.280  1.794  -4.568  0.0518
H  -6.656  1.986  -2.952  0.0722
H  -4.382  3.512  -4.950  0.0775
H  -3.433  2.181  -5.750  0.0706
H  -5.022  2.649  -6.378  0.0719
H  -7.351  -2.012  -3.638  0.0845
H  -7.809  -0.710  -4.692  0.0726
H  -7.265  -0.308  -3.057  0.0520
H  -6.054  0.142  -7.050  0.1174
C  -6.349  -4.607  0.294  -0.0542
C  -5.835  -5.839  -0.360  -0.5269
C  -6.355  -6.074  -1.819  -0.1383
C  -5.667  -5.242  -2.861  -0.1781
C  -4.164  -5.564  -2.806  -0.1278
C  -3.488  -5.400  -1.399  -0.5036
N  -4.338  -6.088  -0.400  -0.0539
O  -3.777  -5.882  0.925  -0.0373
C  -2.167  -6.180  -1.561  -0.0314
C  -3.307  -3.928  -1.115  -0.0201
C  -6.369  -7.014  0.420  -0.0615
H  -7.413  -4.712  0.639  0.1061
H  -6.355  -3.702  -0.392  0.0857
H  -5.686  -4.305  1.117  0.0840
H  -6.259  -7.157  -1.959  0.1224
H  -7.415  -5.852  -1.828  0.1172
H  -5.810  -4.204  -2.562  0.0864
H  -6.070  -5.303  -3.860  0.1036
H  -3.581  -4.981  -3.507  0.0961
H  -3.933  -6.603  -3.179  0.1229
H  -1.316  -5.614  -2.055  0.0893
H  -1.761  -6.378  -0.514  0.0907
H  -2.355  -7.155  -2.058  0.0820
H  -3.049  -3.344  -1.985  0.0560
H  -4.250  -3.556  -0.689  0.0763
H  -2.493  -3.740  -0.383  0.0617
H  -7.432  -7.222  0.252  0.0949
H  -6.219  -6.709  1.455  0.0779
H  -5.727  -7.883  0.258  0.0925
H  -3.517  -6.711  1.302  0.0724
C  0.761  4.708  -6.808  -0.0357
C  0.337  4.284  -5.415  -0.5209
C  1.459  3.619  -4.678  -0.1808
C  1.289  3.429  -3.240  -0.1793
C  1.036  4.754  -2.549  -0.1023
C  -0.158  5.525  -3.152  -0.4680
N  0.078  5.592  -4.628  -0.0661
O  -1.085  6.198  -5.164  -0.0655
C  -1.480  4.909  -2.696  -0.0158
C  -0.185  7.004  -2.722  -0.0236
C  -0.920  3.482  -5.551  -0.0400
H  -0.040  5.109  -7.445  0.0884
H  1.092  3.814  -7.385  0.1013
H  1.505  5.463  -6.670  0.0764
H  1.663  2.665  -5.194  0.1282
H  2.282  4.291  -4.843  0.1208
H  2.195  2.880  -2.862  0.1100
H  0.454  2.681  -3.052  0.1251
H  1.907  5.438  -2.574  0.1159
H  0.760  4.626  -1.506  0.1036
H  -1.471  3.865  -2.617  0.0538
H  -1.815  5.251  -1.749  0.0506
H  -2.298  5.227  -3.344  0.0933
H  -1.145  7.505  -2.864  0.0866
H  -0.084  7.001  -1.636  0.0587
H  0.622  7.634  -3.079  0.0839
H  -1.635  4.172  -5.960  0.0762
H  -1.366  3.135  -4.603  0.0714
H  -0.611  2.678  -6.193  0.0870
H  -0.799  7.013  -5.638  0.1271
C  1.397  4.612  8.086  -0.0459
C  0.381  4.823  6.990  -0.4825
C  1.207  4.553  5.690  -0.1466
C  0.337  4.367  4.504  -0.1621
C  -0.836  3.386  4.816  -0.1267
C  -1.730  3.695  6.018  -0.5564
N  -0.752  3.792  7.138  -0.0343
O  -1.489  4.238  8.322  -0.0598
C  -2.596  4.907  5.825  -0.0201
C  -2.528  2.460  6.295  -0.0430
C  -0.039  6.292  7.121  -0.0467
H  2.109  5.474  7.873  0.1129
H  1.837  3.663  7.988  0.0594
H  0.991  4.704  9.058  0.0715
H  1.940  5.417  5.555  0.1492
H  1.836  3.729  5.923  0.0773
H  0.916  4.111  3.575  0.1161
H  -0.105  5.332  4.189  0.1051
H  -0.479  2.351  4.937  0.0961
H  -1.387  3.228  3.881  0.1008
H  -1.915  5.677  5.462  0.0513
H  -3.334  4.792  5.022  0.0924
H  -3.020  5.182  6.790  0.0908
H  -1.969  1.646  6.798  0.0864
H  -3.421  2.690  6.909  0.0954
H  -2.845  1.978  5.373  0.0821
H  -0.724  6.423  7.950  0.0801
H  -0.552  6.714  6.225  0.0768
H  0.755  6.982  7.363  0.0758
H  -1.612  3.366  8.772  0.1213
C  0.857  -0.971  -3.868  -0.0212
C  0.083  -1.997  -4.636  -0.5206
C  -0.847  -1.308  -5.632  -0.1444
C  -1.474  -2.260  -6.617  -0.1599
C  -0.340  -2.985  -7.364  -0.1189
C  0.587  -3.756  -6.435  -0.5153
N  1.084  -2.757  -5.427  -0.0674
O  1.932  -3.397  -4.496  -0.0471
C  -0.019  -5.001  -5.825  -0.0275
C  1.854  -4.164  -7.164  -0.0360
C  -0.781  -2.789  -3.698  -0.0411
H  1.448  -1.332  -3.030  0.0786
H  0.182  -0.183  -3.531  0.0885
H  1.605  -0.548  -4.550  0.0695
H  -1.597  -0.750  -5.106  0.1070
H  -0.225  -0.572  -6.101  0.1123
H  -2.071  -1.678  -7.325  0.1177
H  -2.107  -2.930  -6.051  0.0881
H  0.177  -2.254  -7.963  0.1161
H  -0.772  -3.671  -8.060  0.1106
H  0.785  -5.485  -5.250  0.0896
H  -0.826  -4.927  -5.094  0.0613
H  -0.336  -5.762  -6.536  0.0892
H  1.533  -4.904  -7.884  0.0829
H  2.367  -3.289  -7.582  0.0931
H  2.539  -4.681  -6.469  0.0886
H  -0.156  -3.495  -3.075  0.1018
H  -1.602  -3.368  -4.119  0.0564
H  -1.212  -2.115  -2.972  0.0650
H  2.779  -2.929  -4.606  0.0830
C  -1.792  -0.514  2.684  -0.0090
C  -1.019  -1.160  1.494  -0.4846
C  -1.677  -0.853  0.102  -0.1215
C  -1.363  0.550  -0.370  -0.1668
C  0.133  0.763  -0.352  -0.1359
C  0.768  0.563  1.033  -0.4264
N  0.394  -0.845  1.483  -0.0981
O  0.953  -0.977  2.730  -0.0335
C  2.303  0.588  0.971  -0.0106
C  0.236  1.760  1.921  -0.0107
C  -1.146  -2.696  1.624  -0.0420
H  -2.526  -1.233  3.044  0.0730
H  -2.238  0.482  2.525  0.0767
H  -1.071  -0.476  3.515  0.0740
H  -1.155  -1.630  -0.481  0.1103
H  -2.700  -1.066  0.288  0.1021
H  -1.897  1.282  0.265  0.1044
H  -1.753  0.720  -1.387  0.0973
H  0.432  1.758  -0.636  0.1073
H  0.701  0.093  -1.001  0.1043
H  2.699  -0.257  0.331  0.0878
H  2.650  1.540  0.507  0.0931
H  2.658  0.642  1.995  0.0726
H  -0.764  2.069  1.632  0.0499
H  0.200  1.515  2.964  0.0456
H  0.880  2.578  1.785  0.0622
H  -0.478  -3.207  0.921  0.0792
H  -2.164  -3.112  1.421  0.0812
H  -0.903  -2.982  2.700  0.0902
H  1.734  -1.476  2.577  0.0299
O  4.513  3.255  -1.697  0.1218
C  4.375  4.373  -1.371  -0.4656
O  3.498  4.704  -0.335  -0.0210
C  3.438  6.124  -0.092  -0.1613
C  4.101  6.775  -1.292  -0.1549
C  5.010  5.674  -1.923  -0.0374
H  4.069  6.318  0.846  0.1515
H  2.393  6.356  -0.025  0.0770
H  4.632  7.650  -0.950  0.1041
H  3.376  7.072  -2.076  0.1056
H  6.040  5.801  -1.539  0.1276
H  4.950  5.691  -2.979  0.1013
O  2.485  -2.919  6.039  0.1274
C  2.204  -1.762  5.971  -0.3893
O  1.086  -1.254  6.614  -0.0028
C  0.988  0.161  6.498  -0.1678
C  2.014  0.603  5.536  -0.1672
C  2.997  -0.557  5.365  -0.0363
H  1.196  0.542  7.474  0.1200
H  -0.048  0.353  6.200  0.1135
H  2.572  1.518  5.873  0.1237
H  1.639  0.807  4.558  0.0764
H  3.874  -0.405  6.011  0.1287
H  3.397  -0.623  4.368  0.0968
O  3.071  -2.612  2.067  0.1322
C  3.006  -3.220  1.064  -0.4734
O  3.627  -4.444  0.889  0.0171
C  3.423  -4.997  -0.415  -0.1556
C  2.294  -4.184  -0.916  -0.1600
C  2.403  -2.861  -0.207  -0.0999
H  3.138  -6.028  -0.324  0.1248
H  4.395  -4.753  -0.857  0.1361
H  1.412  -4.751  -0.526  0.1276
H  2.184  -4.162  -2.010  0.1109
H  1.502  -2.230  -0.082  0.1101
H  3.113  -2.213  -0.764  0.1203
O  0.543  5.729  0.717  0.1102
C  -0.639  5.577  0.819  -0.4449
O  -1.304  4.337  0.651  -0.0177
C  -2.681  4.558  1.107  -0.1466
C  -3.037  6.032  0.847  -0.1276
C  -1.639  6.668  0.981  -0.0730
H  -2.784  4.281  2.149  0.1049
H  -3.370  3.899  0.619  0.1137
H  -3.849  6.419  1.490  0.1228
H  -3.443  6.153  -0.167  0.1082
H  -1.611  7.139  1.992  0.1469
H  -1.365  7.374  0.265  0.0943
O  4.634  -2.196  -2.602  0.1104
C  4.399  -1.263  -3.339  -0.4540
O  4.228  -1.358  -4.699  -0.0137
C  4.108  -0.048  -5.330  -0.1243
C  4.443  0.992  -4.249  -0.1125
C  4.306  0.176  -2.950  -0.0709
H  3.091  0.057  -5.760  0.1148
H  4.815  -0.083  -6.131  0.1148
H  3.792  1.836  -4.332  0.0823
H  5.480  1.261  -4.366  0.1146
H  3.348  0.385  -2.425  0.1307
H  5.025  0.504  -2.217  0.0906

For the energy above the lowest of the compared OMol25 structures with the same formula, charge and spin, the calculation gives 0.0 kJ/mol. The value obtained for the largest force on an atom is 3.39 eV Å⁻¹. The value obtained for the LUMO energy is 0.2 eV. The energy comes out at -5406.63236 Eh.

(2)
A structure of composition C28H44BrCoN3P2S in a non-equilibrium geometry. Source: the OMol25 dataset; level of theory: ωB97M-V/def2-TZVPD.

Each line ends with the Löwdin spin population.
Atoms and positions in Å:
C  -0.515  6.903  -3.502  -0.0002
C  -0.754  5.533  -3.781  -0.0004
C  -1.027  5.198  -5.131  -0.0002
C  -0.908  6.188  -6.114  0.0000
N  -0.607  7.471  -5.856  -0.0001
C  -0.416  7.809  -4.573  0.0000
C  -0.735  4.548  -2.723  -0.0027
C  -0.852  3.652  -1.884  0.0008
C  -1.585  2.813  -1.020  0.0079
C  -0.853  1.645  -0.712  0.0405
C  -1.409  0.582  0.017  -0.0042
C  -2.706  0.723  0.624  0.0182
C  -3.448  1.788  0.150  0.0044
C  -2.931  2.836  -0.614  0.0229
Co  0.743  0.985  0.058  1.8173
P  1.858  -0.778  0.768  0.0093
H  -1.371  4.207  -5.449  0.0000
H  -0.446  7.306  -2.490  0.0000
H  -1.072  5.954  -7.186  0.0000
H  -0.185  8.866  -4.388  0.0000
H  -3.560  3.672  -0.909  0.0013
H  0.238  1.624  -1.174  0.0048
H  -4.501  1.771  0.445  -0.0001
H  -0.972  -0.481  -0.237  0.0051
C  1.534  -2.288  1.773  0.0022
C  2.456  -3.489  1.476  0.0009
H  0.469  -2.593  1.692  0.0011
H  1.626  -2.038  2.850  0.0002
H  2.301  -4.320  2.167  0.0001
H  2.276  -3.903  0.491  0.0004
H  3.505  -3.234  1.574  0.0000
C  2.751  -1.322  -0.762  0.0052
C  3.190  -0.120  -1.576  0.0092
H  2.091  -1.960  -1.341  0.0009
H  3.618  -1.946  -0.521  0.0003
H  3.542  -0.456  -2.557  0.0007
H  2.342  0.560  -1.758  0.0039
H  4.001  0.430  -1.105  0.0001
C  3.263  -0.099  1.740  0.0051
C  4.581  -0.863  1.765  0.0015
H  2.896  0.001  2.770  0.0003
H  3.437  0.918  1.376  0.0013
H  5.374  -0.204  2.139  0.0001
H  4.584  -1.724  2.433  0.0001
H  4.915  -1.187  0.775  0.0002
Br  -3.429  -0.075  2.223  0.0096
P  -1.868  -2.796  -1.082  0.6011
C  -0.111  -3.220  -1.079  0.0738
C  0.068  -4.731  -1.279  0.0256
H  0.322  -2.909  -0.115  0.0105
H  0.383  -2.638  -1.867  0.0017
H  1.126  -4.989  -1.387  0.0011
H  -0.331  -5.311  -0.443  0.0009
H  -0.461  -5.054  -2.183  0.0041
C  -2.213  -2.657  0.731  0.0893
C  -3.677  -2.981  1.103  0.0105
H  -1.980  -1.629  0.970  0.0186
H  -1.538  -3.288  1.309  -0.0005
H  -3.810  -2.930  2.197  -0.0004
H  -4.411  -2.283  0.652  0.0004
H  -3.944  -4.008  0.789  0.0025
C  -2.214  -1.415  -2.209  0.1051
C  -2.609  -1.736  -3.660  0.0136
H  -1.304  -0.819  -2.218  0.0180
H  -2.989  -0.801  -1.732  0.0018
H  -2.936  -0.805  -4.142  -0.0004
H  -1.779  -2.134  -4.253  0.0003
H  -3.430  -2.459  -3.716  0.0026
S  0.711  1.538  2.419  0.0191
C  0.630  0.631  3.915  0.0158
N  1.653  0.255  4.726  0.0056
C  1.233  -0.314  5.990  0.0006
C  -0.279  -0.365  5.846  0.0009
N  -0.500  0.255  4.539  0.0087
H  2.619  0.531  4.600  0.0001
H  1.521  0.299  6.850  0.0002
H  1.659  -1.302  6.151  0.0002
H  -0.785  0.168  6.656  0.0002
H  -0.660  -1.387  5.861  0.0004
H  -1.405  0.386  4.120  0.0001

Its spin multiplicity is 4. For the energy above the lowest of the compared OMol25 structures with the same formula, charge and spin, the calculation gives 404.5 kJ/mol. The value obtained for the largest force on an atom is 4.21 eV Å⁻¹. The value obtained for the LUMO energy (spin up / spin down) is -5.7 / -8.5 eV. The energy comes out at -6294.49512 Eh. Its total charge is +2.

(3)
A structure of composition C14H19ClEu in a non-equilibrium geometry. Source: the OMol25 dataset; level of theory: ωB97M-V/def2-TZVPD.

Each line ends with the Löwdin spin population.
Atoms and positions in Å:
C  0.205  -0.310  3.008  -0.0039
C  1.145  0.544  2.344  -0.0021
C  1.920  -0.264  1.480  -0.0019
H  1.260  1.615  2.513  0.0003
C  1.450  -1.584  1.527  -0.0013
C  0.372  -1.644  2.470  -0.0037
H  -0.162  -2.528  2.809  0.0009
H  -0.496  -0.036  3.803  0.0016
H  2.737  0.104  0.823  -0.0001
H  1.840  -2.438  0.964  0.0000
Eu  -1.683  -0.316  1.119  7.0278
Cl  -2.728  1.994  0.934  -0.0102
C  -0.098  1.104  -2.809  0.0003
C  0.856  0.046  -2.932  0.0002
C  2.009  0.406  -2.175  0.0001
H  0.714  -0.874  -3.493  0.0000
C  1.800  1.710  -1.633  0.0001
C  0.484  2.129  -2.004  0.0004
H  -0.001  3.053  -1.712  0.0000
H  -1.096  1.115  -3.240  0.0000
H  2.919  -0.166  -2.107  0.0000
H  2.497  2.269  -1.031  0.0000
C  -3.552  -2.138  1.116  0.0007
C  -3.114  -2.193  -0.385  0.0006
C  -3.744  -1.115  -1.301  0.0020
C  -1.638  -2.300  -0.672  -0.0156
H  -3.722  -1.166  1.711  0.0019
H  -2.880  -2.771  1.707  0.0012
H  -4.578  -2.531  1.173  -0.0003
H  -3.568  -3.134  -0.725  0.0010
H  -3.466  -0.076  -1.044  0.0009
H  -3.474  -1.287  -2.349  0.0001
H  -4.837  -1.201  -1.239  0.0002
H  -1.346  -2.254  -1.727  -0.0009
H  -1.111  -3.133  -0.187  -0.0005

Its spin multiplicity is 8. The value obtained for the largest force on an atom is 2.98 eV Å⁻¹. The value obtained for the LUMO energy (spin up / spin down) is 4.8 / 4.7 eV. The energy comes out at -1715.27426 Eh. Its total charge is -2.